Record 1
Below is the molecule C4H5ClO2 in a non-equilibrium geometry, with properties calculated with ωB97M-V/def2-TZVPD.

Each line ends with the Löwdin charge.
Cartesian coordinates (Å):
C: 1.552 0.310 -0.233  -0.610
C: 0.119 0.163 -0.716  -0.145
C: -0.716 -0.960 -0.139  -0.163
C: -1.217 0.382 0.071  -0.682
H: 0.974 0.196 1.685  0.140
H: 0.215 0.254 -1.868  0.178
H: -0.405 -1.528 0.821  0.148
H: -1.390 -1.464 -0.795  0.099
H: -1.910 0.985 -0.492  0.100
O: 1.748 0.017 0.984  0.106
O: 2.316 0.778 -1.021  0.120
Cl: -1.286 0.867 1.703  0.709

Output
- gap between HOMO and LUMO (eV) = 10.73
- LUMO energy (hartree) = 0.0222
- relative energy (zero: lowest compared OMol25 entry of this formula, charge and spin) (kcal/mol) = 15.85
- SMILES = O=C(O)[C@H]1C[C@H]1Cl
- HOMO (Eh) = -0.37202



Record 2
Below is a structure of composition C62H47AsGeIrN4S3 in a non-equilibrium geometry, with properties calculated with ωB97M-V/def2-TZVPD.

Each line ends with the Löwdin spin population.
Cartesian coordinates (Å):
Ir: 0.340 -0.538 0.491  2.701
S: 1.075 -1.091 7.819  0.012
C: 2.410 -2.104 8.206  0.044
C: 3.016 -2.599 7.093  0.000
C: 2.410 -2.167 5.903  0.044
C: 1.330 -1.336 6.107  -0.008
C: 0.507 -0.683 5.136  0.097
C: 0.603 -0.998 3.771  0.009
N: -0.043 -0.363 2.825  0.227
C: -0.895 0.655 3.145  0.079
C: -1.151 0.968 4.515  0.045
C: -2.145 1.953 4.808  -0.003
C: -2.806 2.596 3.825  0.013
C: -2.532 2.336 2.447  0.034
C: -3.243 2.929 1.426  0.095
C: -2.969 2.595 0.079  0.106
C: -1.920 1.692 -0.143  0.030
N: -1.238 1.096 0.809  0.218
C: -1.534 1.365 2.122  0.098
C: -3.786 3.086 -0.987  -0.009
C: -3.691 2.875 -2.344  0.046
C: -4.717 3.491 -3.080  0.000
C: -5.602 4.167 -2.297  0.048
S: -5.190 4.069 -0.631  0.011
C: -0.432 0.309 5.491  0.038
H: 2.661 -2.275 9.235  0.003
H: 3.871 -3.253 7.122  -0.001
H: 2.765 -2.442 4.926  0.003
H: 1.231 -1.816 3.443  -0.001
H: -2.365 2.153 5.845  -0.001
H: -3.572 3.324 4.051  0.000
H: -4.041 3.621 1.644  0.006
H: -1.653 1.420 -1.163  0.001
H: -2.907 2.298 -2.802  0.003
H: -4.798 3.438 -4.152  -0.001
H: -6.473 4.721 -2.588  0.003
H: -0.586 0.551 6.533  0.002
S: -3.002 -4.279 0.049  0.003
C: -4.098 -2.955 0.260  0.003
C: -5.479 -2.985 0.202  0.001
C: -6.166 -1.805 0.407  0.000
C: -5.478 -0.632 0.709  0.000
C: -4.103 -0.612 0.804  0.000
C: -3.376 -1.773 0.551  0.006
N: -2.020 -1.934 0.580  0.075
C: -1.670 -3.164 0.366  0.008
C: -0.317 -3.645 0.412  0.020
C: -0.064 -5.021 0.433  0.004
C: 1.226 -5.485 0.564  -0.005
C: 2.265 -4.578 0.702  0.006
C: 2.009 -3.214 0.678  0.026
C: 0.727 -2.705 0.497  0.141
H: -5.995 -3.913 0.009  0.000
H: -7.243 -1.793 0.345  0.000
H: -6.028 0.282 0.872  0.000
H: -3.596 0.290 1.089  -0.001
H: -0.896 -5.709 0.369  0.001
H: 1.419 -6.549 0.578  0.000
H: 3.279 -4.930 0.829  0.001
H: 2.841 -2.535 0.805  0.003
C: 3.658 -2.314 -4.707  0.002
C: 3.899 -1.166 -3.971  0.000
C: 2.877 -0.597 -3.234  0.002
C: 1.605 -1.157 -3.231  0.006
C: 1.372 -2.308 -3.971  0.002
C: 2.396 -2.885 -4.702  0.000
As: 0.220 -0.236 -2.211  0.104
C: -1.371 -0.949 -3.050  0.007
C: -1.965 -2.176 -2.813  0.003
C: -3.116 -2.536 -3.495  0.000
C: -3.682 -1.660 -4.407  0.003
C: -3.089 -0.438 -4.666  0.000
C: -1.921 -0.075 -4.003  0.004
C: -1.142 1.138 -4.243  0.008
C: -1.430 2.113 -5.192  0.001
C: -0.570 3.179 -5.378  0.003
C: 0.588 3.284 -4.624  0.000
C: 0.880 2.328 -3.665  0.005
C: 0.027 1.257 -3.470  0.037
H: 4.454 -2.766 -5.279  0.000
H: 4.884 -0.722 -3.964  0.000
H: 3.066 0.290 -2.639  0.001
H: 0.385 -2.755 -3.980  0.000
H: 2.210 -3.784 -5.273  0.000
H: -1.516 -2.857 -2.101  0.000
H: -3.573 -3.498 -3.315  0.000
H: -4.588 -1.937 -4.928  0.000
H: -3.532 0.226 -5.393  0.000
H: -2.321 2.032 -5.797  0.000
H: -0.798 3.930 -6.119  0.000
H: 1.266 4.108 -4.788  0.000
H: 1.786 2.422 -3.081  0.000
C: 5.297 -0.207 2.263  0.010
Ge: 4.260 -0.031 0.556  0.026
C: 4.703 -1.627 -0.578  0.001
C: 4.994 1.566 -0.383  0.005
C: 2.399 0.362 1.201  0.246
H: 6.360 -0.304 2.059  0.001
H: 4.989 -1.079 2.834  0.000
H: 5.157 0.673 2.886  0.000
H: 5.536 -1.370 -1.225  0.000
H: 3.875 -1.944 -1.201  0.000
H: 5.010 -2.462 0.044  0.000
H: 6.073 1.465 -0.456  0.001
H: 4.774 2.474 0.170  0.000
H: 4.603 1.682 -1.388  0.001
H: 2.405 0.047 2.249  0.012
N: 1.560 7.105 0.769  0.031
C: 1.655 5.963 0.858  0.009
C: 1.767 4.565 0.950  0.055
C: 1.854 3.793 -0.220  -0.008
C: 2.025 2.438 -0.133  0.057
C: 2.102 1.772 1.110  0.031
C: 1.959 2.565 2.268  0.050
C: 1.812 3.926 2.197  -0.006
H: 1.816 4.290 -1.180  -0.002
H: 2.112 1.839 -1.034  0.005
H: 2.022 2.086 3.234  0.002
H: 1.760 4.517 3.100  -0.001

Output
- gap between HOMO and LUMO (alpha / beta) (eV) = 4.70 / 5.33
- LUMO energy (alpha / beta) (hartree) = -0.0037 / -0.0740
- spin multiplicity = 6
- relative energy (zero: lowest compared OMol25 entry of this formula, charge and spin) (kcal/mol) = 16.92
- HOMO (alpha / beta) (Eh) = -0.17631 / -0.26984